# C3H7N3S

The molecule C3H7N3S (the ωB97M-V functional and the def2-TZVPD basis, the OMol25 dataset).

Summary:
SMILES: [H]/N=C/NN(C)C=S
ΔE to the lowest compared entry with this formula, charge and spin: 170.1 kJ/mol
LUMO energy: 0.67 eV
E: -680.91745 a.u.
Kohn-Sham gap: 9.33 eV

Each line ends with the natural charge from an NBO analysis.
Atoms and positions in Å:
C (0.76, -1.33, -1.06)  -0.40
C (-0.56, 0.22, 1.58)  0.28
C (-0.30, 0.86, -1.46)  -0.08
H (0.48, -1.50, -2.12)  0.21
H (1.85, -1.36, -0.94)  0.21
H (0.35, -2.12, -0.47)  0.21
H (1.06, 1.11, 0.80)  0.40
H (-1.37, -0.39, 1.23)  0.15
H (-1.35, 0.65, 3.24)  0.35
H (-0.40, 0.45, -2.47)  0.19
N (0.23, -0.05, -0.63)  -0.25
N (0.52, 0.27, 0.70)  -0.46
N (-0.51, 0.81, 2.70)  -0.67
S (-0.76, 2.39, -1.09)  -0.14

=====

# C3H7N3S

The molecule C3H7N3S (the ωB97M-V functional and the def2-TZVPD basis, the OMol25 dataset).

Summary:
SMILES: N[C@@H]1CNNC1=S
ΔE to the lowest compared entry with this formula, charge and spin: 146.1 kJ/mol
LUMO energy: 0.74 eV
E: -680.92658 a.u.
Kohn-Sham gap: 8.98 eV

Each line ends with the natural charge from an NBO analysis.
Atoms and positions in Å:
C (-0.16, 0.61, 0.45)  -0.14
C (1.08, -0.29, 0.64)  -0.24
C (-1.21, -0.41, 0.04)  0.10
H (0.65, 2.36, -0.42)  0.36
H (-0.79, 2.01, -0.97)  0.37
H (-0.48, 1.10, 1.40)  0.21
H (1.10, -0.68, 1.68)  0.20
H (2.06, 0.17, 0.54)  0.22
H (1.19, -1.06, -1.24)  0.36
H (-0.97, -2.36, -0.76)  0.42
N (0.08, 1.54, -0.71)  -0.84
N (0.82, -1.36, -0.34)  -0.44
N (-0.54, -1.45, -0.39)  -0.41
S (-2.83, -0.18, 0.08)  -0.17

=====

# C3H7N3S2

A structure of composition C3H7N3S2 (the ωB97M-V functional and the def2-TZVPD basis, the OMol25 dataset).

Summary:
ΔE to the lowest compared entry with this formula, charge and spin: 394.8 kJ/mol
LUMO energy: -0.24 eV
E: -1079.01651 a.u.
Kohn-Sham gap: 8.29 eV

Each line ends with the natural charge from an NBO analysis.
Atoms and positions in Å:
C (-0.88, -1.82, 0.46)  -0.46
C (1.31, -1.04, -0.26)  -0.08
C (-0.64, 0.36, -0.49)  0.31
H (-0.81, -2.58, -0.53)  0.22
H (-2.11, -1.34, 0.67)  0.28
H (-0.47, -2.41, 1.51)  0.22
H (1.61, -2.01, 0.20)  0.21
H (-0.88, 2.27, -0.90)  0.41
H (1.58, 2.48, 0.03)  0.36
H (0.64, 2.83, 1.21)  0.36
N (-0.01, -0.70, 0.10)  -0.52
N (-0.25, 1.66, -0.27)  -0.44
N (0.81, 2.15, 0.60)  -0.64
S (2.29, -0.15, -1.17)  -0.02
S (-2.18, 0.29, -1.14)  -0.21

=====

# C3H7N3S2

The molecule C3H7N3S2 (the ωB97M-V functional and the def2-TZVPD basis, the OMol25 dataset).

Summary:
SMILES: CNNC(=S)/C=N\S
ΔE to the lowest compared entry with this formula, charge and spin: 226.7 kJ/mol
LUMO energy: 0.24 eV
E: -1079.08054 a.u.
Kohn-Sham gap: 8.83 eV

Each line ends with the natural charge from an NBO analysis.
Atoms and positions in Å:
C (2.10, -0.74, 0.08)  -0.42
C (-1.29, -0.40, 0.42)  0.05
C (-1.21, 0.95, 1.07)  0.04
H (1.99, -0.98, 1.15)  0.20
H (2.26, -1.68, -0.44)  0.17
H (2.98, -0.09, -0.04)  0.22
H (1.06, 0.34, -1.31)  0.36
H (-0.27, -1.68, -0.75)  0.39
H (-1.13, 0.93, 2.14)  0.21
H (-1.69, 1.07, -1.60)  0.08
N (0.93, -0.01, -0.38)  -0.45
N (-0.23, -0.77, -0.31)  -0.43
N (-1.32, 2.08, 0.53)  -0.52
S (-2.64, -1.33, 0.58)  -0.12
S (-1.53, 2.31, -1.13)  0.22

=====

# C3H7N4

The ion C3H7N4 with charge +1 (the ωB97M-V functional and the def2-TZVPD basis, the OMol25 dataset).

Summary:
ΔE to the lowest compared entry with this formula, charge and spin: 626.0 kJ/mol
LUMO energy (alpha / beta): -6.21 / -6.21 eV
E: -337.06582 a.u.
Net charge: +1
Kohn-Sham gap (alpha / beta): 5.40 / 5.40 eV

Each line ends with the natural charge from an NBO analysis.
Atoms and positions in Å:
C (1.13, -1.27, -1.36)  0.03
C (-1.03, -0.99, -0.37)  0.05
C (-0.24, 1.24, 0.08)  -0.19
N (-0.03, -1.12, -1.20)  -0.34
N (0.91, 1.00, 0.82)  0.05
N (-1.30, 0.30, 0.10)  -0.63
N (1.08, 0.07, 1.67)  -0.35
H (1.71, -1.29, -2.36)  0.22
H (-1.76, -1.65, -0.32)  0.21
H (-0.66, 2.36, 0.29)  0.34
H (0.10, 1.62, -0.92)  0.30
H (-2.28, 0.48, -0.09)  0.43
H (0.34, -0.62, 1.60)  0.41
H (2.03, -0.13, 2.04)  0.45

=====

# C3H7N4

The ion C3H7N4 with charge +1 (the ωB97M-V functional and the def2-TZVPD basis, the OMol25 dataset).

Summary:
ΔE to the lowest compared entry with this formula, charge and spin: 555.6 kJ/mol
LUMO energy: -5.25 eV
E: -337.09265 a.u.
Net charge: +1
Kohn-Sham gap: 7.31 eV

Each line ends with the natural charge from an NBO analysis.
Atoms and positions in Å:
C (1.19, 1.55, -0.45)  0.22
C (1.42, -0.45, 0.58)  0.23
C (-0.31, -0.39, -0.92)  -0.14
N (1.76, 0.65, 0.06)  -0.39
N (-0.85, 0.90, -0.39)  -0.10
N (0.45, -1.23, 0.01)  -0.57
N (-1.24, 0.86, 0.80)  -0.49
H (1.56, 2.37, -0.95)  0.21
H (2.21, -0.87, 1.22)  0.25
H (-1.30, -0.84, -1.31)  0.28
H (0.34, -0.20, -1.78)  0.23
H (0.45, -2.30, -0.05)  0.47
H (-0.77, 0.27, 1.49)  0.38
H (-1.64, 1.79, 1.04)  0.42

=====

# C3H7N4

The ion C3H7N4 with charge +1 (the ωB97M-V functional and the def2-TZVPD basis, the OMol25 dataset).

Summary:
ΔE to the lowest compared entry with this formula, charge and spin: 272.0 kJ/mol
LUMO energy (alpha / beta): -4.44 / -7.69 eV
Spin multiplicity: 3
E: -337.03919 a.u.
Expectation value of S²: 2.026
Net charge: +1
Kohn-Sham gap (alpha / beta): 6.74 / 7.55 eV

Each line ends with the natural charge from an NBO analysis.
Atoms and positions in Å:
C (0.17, 0.28, 0.19)  0.40
C (-2.03, -0.70, 0.33)  -0.12
C (1.59, 0.31, -0.23)  -0.71
N (-2.62, 0.56, 0.50)  -0.02
N (-1.90, 1.52, 0.67)  0.21
N (-0.66, 1.57, 0.90)  -0.35
N (-0.68, -0.63, -0.13)  -0.60
H (-2.25, -1.25, 1.25)  0.26
H (-2.59, -1.21, -0.56)  0.26
H (1.97, 1.28, -0.19)  0.26
H (1.91, 0.13, -1.21)  0.27
H (2.07, -0.36, 0.42)  0.25
H (-0.25, 2.43, 1.05)  0.43
H (-0.39, -1.42, -0.65)  0.45

=====

# C3H7N4O

The ion C3H7N4O with charge +1 (the ωB97M-V functional and the def2-TZVPD basis, the OMol25 dataset).

Summary:
ΔE to the lowest compared entry with this formula, charge and spin: 0.0 kJ/mol
LUMO energy (alpha / beta): -3.96 / -5.53 eV
Spin multiplicity: 3
E: -412.37478 a.u.
Expectation value of S²: 2.008
Net charge: +1
Kohn-Sham gap (alpha / beta): 9.02 / 8.80 eV

Each line ends with the natural charge from an NBO analysis.
Atoms and positions in Å:
C (0.09, -0.83, -0.21)  0.53
C (1.31, 1.05, 0.05)  -0.06
C (-0.94, 0.60, -0.44)  0.05
N (-2.23, 0.79, 0.09)  0.05
N (-0.05, 1.58, 0.08)  -0.58
N (1.23, -0.35, 0.17)  -0.54
N (-0.27, -2.05, 0.00)  -0.73
O (-3.06, -0.09, 0.27)  -0.11
H (1.87, 1.27, -0.87)  0.22
H (1.86, 1.42, 0.96)  0.23
H (-0.86, 0.81, -1.51)  0.22
H (-0.32, 1.94, 1.01)  0.41
H (2.00, -1.01, 0.25)  0.44
H (-1.06, -2.54, -0.42)  0.46
H (0.41, -2.59, 0.57)  0.42